1.
The following is a quantum chemistry calculation of a structure of composition C11H32AgNO5 at a distorted geometry, from the Open Molecules 2025 dataset.

Each line ends with the Löwdin spin population.
Positions of all 50 atoms, in Å:
Ag -16.56 -10.88 5.63  0.006
C -19.53 -11.78 7.32  0.101
O -18.45 -10.94 6.92  0.761
H -20.53 -11.33 7.28  0.035
H -19.62 -12.80 6.94  -0.001
H -19.49 -11.86 8.41  0.052
C -19.41 -17.05 9.15  0.000
C -20.83 -17.07 8.58  0.000
C -21.53 -15.75 8.20  0.000
O -21.82 -15.14 9.50  0.000
C -22.82 -14.11 9.43  0.000
N -20.74 -17.96 7.44  0.000
H -18.95 -18.01 9.39  0.000
H -19.41 -16.39 10.01  0.000
H -18.73 -16.67 8.39  0.000
H -21.51 -17.54 9.30  0.000
H -22.52 -15.88 7.76  0.000
H -20.94 -15.12 7.54  0.000
H -22.94 -13.71 10.43  0.000
H -23.82 -14.40 9.10  0.000
H -22.61 -13.17 8.92  0.000
H -20.03 -17.60 6.81  0.000
H -21.61 -17.97 6.93  0.000
C -22.60 -7.63 5.41  0.000
C -21.20 -7.98 6.03  0.000
O -20.92 -9.28 5.48  0.008
H -23.24 -8.47 5.14  0.000
H -22.27 -7.06 4.55  0.000
H -23.19 -6.93 5.99  0.000
H -21.24 -7.98 7.12  0.000
H -20.40 -7.29 5.76  0.000
H -20.15 -9.54 6.00  0.000
C -22.66 -13.75 3.74  0.000
C -21.31 -13.46 4.34  0.000
O -20.96 -12.17 3.76  0.000
H -22.55 -13.73 2.65  0.000
H -23.38 -13.12 4.25  0.000
H -22.84 -14.78 4.04  0.000
H -20.59 -14.17 3.94  0.000
H -21.35 -13.46 5.42  0.000
H -21.25 -11.55 4.44  0.000
C -19.42 -9.17 10.39  0.001
C -17.94 -9.65 10.29  0.004
O -17.48 -9.44 9.00  0.029
H -19.73 -8.96 11.41  0.000
H -20.04 -9.94 9.93  0.000
H -19.51 -8.20 9.91  0.000
H -17.89 -10.71 10.52  0.002
H -17.32 -9.09 11.00  0.001
H -17.90 -10.01 8.34  -0.001

**Net charge**: +1
**Multiplicity**: 2
**E_HOMO (alpha / beta)**: -11.4 / -11.4 eV
**Electronic energy**: -27639.44254 eV
**E_LUMO (alpha / beta)**: -6.17 / -7.70 eV
**⟨S²⟩**: 0.76
**Largest force on an atom**: 2.5 eV Å⁻¹
**Frontier orbital gap (alpha / beta)**: 5.24 / 3.72 eV

2.
The following is a quantum chemistry calculation of a structure of composition C11H33GeN3PdSe at a distorted geometry, from the Open Molecules 2025 dataset.

Each line ends with the Löwdin spin population.
Positions of all 50 atoms, in Å:
Pd 1.51 1.01 0.29  1.087
C 4.42 1.22 -0.82  0.026
N 3.76 0.34 0.12  0.328
C 3.65 -1.03 -0.34  0.033
C 4.23 0.50 1.50  0.024
C 3.28 -0.10 2.55  0.019
N 1.89 0.38 2.43  0.253
C 0.90 -0.68 2.47  0.036
C 1.58 1.51 3.28  0.018
H 5.48 0.94 -0.96  0.018
H 4.42 2.25 -0.46  0.002
H 3.95 1.16 -1.81  0.004
H 4.62 -1.55 -0.29  0.019
H 3.33 -1.07 -1.39  0.001
H 2.95 -1.62 0.27  0.006
H 4.37 1.57 1.69  0.000
H 5.20 0.01 1.63  0.011
H 3.68 0.17 3.54  0.006
H 3.29 -1.19 2.49  0.001
H 0.94 -1.23 3.42  0.017
H 1.08 -1.41 1.67  0.007
H -0.12 -0.26 2.38  0.003
H 1.57 1.22 4.34  0.012
H 0.58 1.91 3.06  0.002
H 2.32 2.30 3.18  0.002
N 1.50 3.18 -0.37  0.075
H 0.61 3.64 -0.22  0.005
H 1.73 3.28 -1.36  0.005
H 2.20 3.74 0.14  0.001
C -3.81 -3.36 -0.38  0.226
Ge -4.27 -1.72 -1.47  0.271
C -3.96 -1.52 -3.42  0.049
C -6.29 -1.57 -1.02  0.441
C -3.08 -0.08 -0.42  0.168
Se -1.31 0.35 -0.92  0.586
C -1.61 1.70 -2.28  0.054
H -4.31 -4.20 -0.86  0.011
H -4.16 -3.26 0.65  0.002
H -2.73 -3.51 -0.41  0.030
H -4.43 -2.37 -3.91  0.005
H -2.90 -1.53 -3.68  0.011
H -4.42 -0.61 -3.82  0.001
H -6.73 -2.45 -1.50  0.019
H -6.65 -0.65 -1.48  0.039
H -6.43 -1.60 0.06  0.018
H -3.13 -0.43 0.60  0.011
H -3.73 0.78 -0.58  0.017
H -2.36 1.35 -2.98  0.009
H -0.67 1.86 -2.81  0.000
H -1.95 2.63 -1.83  0.014

**Net charge**: +4
**Multiplicity**: 5
**E_HOMO (alpha / beta)**: -21.2 / -21.5 eV
**Electronic energy**: -141707.16720 eV
**E_LUMO (alpha / beta)**: -12.30 / -16.82 eV
**⟨S²⟩**: 6.03
**Largest force on an atom**: 2.5 eV Å⁻¹
**Frontier orbital gap (alpha / beta)**: 8.92 / 4.71 eV

3.
The following is a quantum chemistry calculation of a structure of composition C11H34AlN6O11P2Se2, from the Open Molecules 2025 dataset.

Each line ends with the natural charge from an NBO analysis.
Positions of all 67 atoms, in Å:
Al -1.07 0.62 0.30  2.104
C 1.94 -0.89 -3.95  -0.397
N 0.59 -0.99 -3.42  -0.806
C 0.14 -2.35 -3.15  -0.409
P -0.16 0.23 -2.64  2.558
O -0.61 -0.25 -1.27  -1.220
O 1.92 -1.64 -0.51  -1.166
P 1.57 -1.14 0.84  2.510
O 0.48 -0.08 1.00  -1.254
N 2.86 -0.50 1.67  -0.821
C 4.13 -1.17 1.51  -0.394
C 2.94 0.89 2.08  -0.411
N 1.13 -2.49 1.77  -0.791
C 0.74 -2.26 3.14  -0.400
C 0.33 -3.50 1.12  -0.400
N 0.77 1.55 -2.70  -0.824
C 0.29 2.89 -2.99  -0.399
C 2.02 1.48 -1.91  -0.455
H 2.02 -1.55 -4.82  0.186
H 2.68 -1.20 -3.21  0.205
H 2.15 0.13 -4.27  0.217
H 0.26 -2.95 -4.06  0.184
H -0.92 -2.35 -2.89  0.221
H 0.72 -2.78 -2.33  0.221
H 3.98 -2.22 1.25  0.215
H 4.70 -1.12 2.44  0.177
H 4.74 -0.71 0.71  0.177
H 1.96 1.32 2.24  0.261
H 3.46 1.51 1.34  0.187
H 3.50 0.95 3.02  0.172
H 1.34 -1.46 3.57  0.226
H 0.89 -3.17 3.73  0.184
H -0.33 -1.98 3.24  0.145
H 0.69 -3.65 0.10  0.236
H -0.74 -3.23 1.07  0.144
H 0.40 -4.44 1.66  0.181
H -0.63 2.85 -3.56  0.219
H 1.05 3.42 -3.58  0.183
H 0.13 3.43 -2.05  0.235
H 2.19 0.45 -1.60  0.234
H 1.94 2.12 -1.03  0.268
H 2.85 1.82 -2.53  0.180
N -1.48 0.89 2.38  -0.930
C -2.83 1.29 2.78  -0.220
C -3.81 0.16 2.49  -0.416
C -3.87 -0.22 1.02  -0.223
N -2.58 -0.73 0.51  -0.928
H -1.19 0.06 2.90  0.371
H -0.79 1.64 2.60  0.466
H -3.09 2.18 2.20  0.221
H -2.87 1.56 3.84  0.185
H -4.82 0.45 2.80  0.219
H -3.54 -0.71 3.10  0.185
H -4.12 0.66 0.43  0.234
H -4.65 -0.97 0.85  0.192
H -2.75 -1.13 -0.42  0.450
H -2.24 -1.48 1.11  0.385
O -2.66 1.45 -1.21  -1.048
Se -3.09 0.67 -2.56  2.776
O -1.48 0.57 -3.47  -1.056
O -3.47 -0.87 -2.31  -1.054
O -3.98 1.49 -3.60  -0.983
O 1.52 3.68 0.33  -1.089
Se 0.09 3.56 1.08  2.803
O -0.81 2.37 0.22  -1.255
O 0.24 2.97 2.60  -1.113
O -0.80 4.90 1.02  -1.056

**Net charge**: -1
**E_HOMO**: -6.1 eV
**Electronic energy**: -199298.77892 eV
**E_LUMO**: 2.30 eV
**Largest force on an atom**: 0.7 eV Å⁻¹
**Frontier orbital gap**: 8.44 eV
**Energy above the lowest of the compared OMol25 structures with the same formula, charge and spin**: 14.0 kcal per mole

4.
The following is a quantum chemistry calculation of a structure of composition C11H34O3Si3, from the Open Molecules 2025 dataset.

Each line ends with the natural charge from an NBO analysis.
Positions of all 51 atoms, in Å:
C -5.47 1.00 1.56  -1.095
Si -4.23 -0.32 1.06  1.151
C -4.66 -1.94 1.92  -1.092
C -4.33 -0.59 -0.80  -1.100
Si -2.09 0.30 1.76  0.972
O -1.03 0.55 0.50  -1.248
Si -1.32 1.67 -0.66  1.233
H -5.01 1.99 1.57  0.241
H -6.31 1.03 0.86  0.238
H -5.86 0.81 2.56  0.239
H -4.86 -1.80 2.98  0.239
H -5.56 -2.35 1.44  0.234
H -3.86 -2.66 1.80  0.240
H -4.49 0.37 -1.31  0.240
H -3.44 -1.05 -1.22  0.241
H -5.19 -1.23 -1.01  0.240
H -1.50 -0.76 2.61  -0.169
H -2.16 1.53 2.60  -0.191
H -0.22 2.67 -0.68  -0.202
H -2.60 2.37 -0.40  -0.212
H -1.41 1.01 -1.98  -0.201
C 0.71 -2.16 -0.41  -0.646
C 1.73 -1.79 0.65  -0.066
O 1.46 -2.34 1.93  -0.534
C 1.43 -3.75 2.00  -0.063
C 2.73 -4.43 1.60  -0.645
H -0.28 -1.87 -0.09  0.216
H 0.95 -1.65 -1.34  0.215
H 0.71 -3.23 -0.63  0.202
H 1.71 -0.71 0.81  0.190
H 2.74 -2.05 0.32  0.158
H 0.60 -4.15 1.41  0.157
H 1.21 -3.96 3.04  0.187
H 2.97 -4.26 0.55  0.203
H 2.64 -5.50 1.75  0.215
H 3.56 -4.06 2.20  0.213
C 3.30 4.74 -1.94  -0.645
C 3.97 3.67 -2.79  -0.064
O 4.62 2.66 -2.04  -0.533
C 3.79 1.92 -1.16  -0.065
C 2.66 1.18 -1.85  -0.647
H 4.02 5.20 -1.27  0.213
H 2.89 5.52 -2.59  0.215
H 2.48 4.34 -1.35  0.204
H 4.76 4.12 -3.39  0.188
H 3.25 3.23 -3.49  0.157
H 3.40 2.57 -0.37  0.160
H 4.47 1.21 -0.68  0.189
H 1.95 1.86 -2.31  0.204
H 2.12 0.59 -1.11  0.212
H 3.05 0.51 -2.61  0.213

**Net charge**: 0
**E_HOMO**: -9.4 eV
**Electronic energy**: -41735.06105 eV
**E_LUMO**: 0.73 eV
**Largest force on an atom**: 0.6 eV Å⁻¹
**Frontier orbital gap**: 10.09 eV